# 1
Below is a gas-phase ion, C2H11O6P4 (charge +1) in a non-equilibrium geometry, with properties calculated with ωB97M-V/def2-TZVPD.

HOMO-LUMO gap (eV): 8.31
Energy (eV): -51687.002
Charge: +1
HOMO level (eV): -12.1510

Geometry as XYZ:
```
23
Properties=species:S:1:pos:R:3:nbo_charge:R:1
C 2.94 -0.58 -0.44 -0.63
C 1.93 0.26 0.34 -0.07
O -3.09 -0.76 1.23 -1.01
O -3.19 2.08 0.06 -0.97
O -1.89 1.85 -2.00 -0.99
O -0.82 -1.75 -1.62 -0.97
O -0.51 0.76 1.86 -0.98
O 0.75 0.52 -0.45 -0.82
P -3.03 -2.15 0.22 0.68
P -1.74 2.15 -0.46 1.29
P -0.90 -1.83 0.08 0.52
P -0.67 0.31 0.32 1.32
H 2.68 -1.60 -0.42 0.21
H 2.73 -0.06 -1.39 0.23
H 3.89 -0.48 0.12 0.24
H 2.45 1.25 0.51 0.21
H 1.57 -0.27 1.19 0.18
H -3.93 -0.70 1.69 0.51
H -3.78 2.26 -0.61 0.52
H -1.16 1.83 -2.55 0.53
H 0.12 -1.83 -1.94 0.51
H -0.99 1.55 2.19 0.54
H -2.73 -3.06 1.27 -0.04
```

=====

# 2
Below is a molecular structure, C2HCl2F3N3O2PS in a non-equilibrium geometry, with properties calculated with ωB97M-V/def2-TZVPD.

HOMO-LUMO gap (spin up / spin down) (eV): 7.92 / 7.66
Energy (eV): -63972.303
Charge: 0
HOMO level (spin up / spin down) (eV): -10.2765 / -9.8608

Geometry as XYZ:
```
15
Properties=species:S:1:pos:R:3:nbo_charge:R:1
C -1.18 -0.44 -0.13 0.50
C -1.88 -1.75 -0.27 0.89
N 1.03 -1.14 -0.84 -0.90
N 1.44 1.08 0.89 -1.23
N -1.18 0.73 0.25 -0.67
O -0.16 2.95 1.00 -0.89
O 0.67 2.22 -1.17 -0.88
F -1.56 -2.28 0.94 -0.30
F -3.19 -1.74 -0.37 -0.29
F -1.39 -2.48 -1.25 -0.26
P 2.06 -0.15 -0.08 1.64
S 0.43 1.98 0.21 2.41
Cl 3.34 0.75 -1.34 -0.21
Cl 3.35 -0.91 1.31 -0.23
H -1.76 1.17 0.83 0.41
```

=====

# 3
Below is a single C3H4N2O2 molecule in a non-equilibrium geometry, with properties calculated with ωB97M-V/def2-TZVPD.

Structure (SMILES): O=C1NCC=NO1
HOMO-LUMO gap (eV): 11.00
Energy (eV): -10249.490
Charge: 0
HOMO level (eV): -10.4770

Geometry as XYZ:
```
11
Properties=species:S:1:pos:R:3:nbo_charge:R:1
C 1.45 -0.43 -0.08 0.87
C -0.67 0.76 0.14 -0.28
C -1.25 -0.60 -0.09 0.04
H 1.28 1.50 -0.10 0.41
H -1.23 1.51 -0.45 0.22
H -0.75 0.98 1.19 0.21
H -2.31 -0.69 -0.23 0.21
N 0.69 0.68 -0.31 -0.64
N -0.61 -1.70 -0.15 -0.07
O 2.64 -0.40 0.00 -0.58
O 0.76 -1.62 0.07 -0.37
```

=====

# 4
Below is a gas-phase ion, C5H15N2 (charge +1) in a non-equilibrium geometry, with properties calculated with ωB97M-V/def2-TZVPD.

Structure (SMILES): C[NH+](C)C(C)(C)N
HOMO-LUMO gap (eV): 11.28
Energy (eV): -8400.471
Charge: +1
HOMO level (eV): -14.0541

Geometry as XYZ:
```
22
Properties=species:S:1:pos:R:3:nbo_charge:R:1
C 1.04 -1.37 -1.02 -0.68
C -1.23 0.13 -1.35 -0.64
C -0.07 1.46 1.38 -0.42
C -0.82 -0.88 1.52 -0.41
C 0.31 -0.05 -0.62 0.33
N 1.15 1.12 -0.88 -0.87
N 0.21 0.06 0.94 -0.36
H 1.70 -1.77 -0.19 0.22
H 0.24 -2.04 -1.22 0.24
H 1.61 -1.38 -1.97 0.27
H -1.15 -0.44 -2.27 0.24
H -1.99 -0.08 -0.64 0.22
H -1.40 1.14 -1.83 0.24
H -1.06 1.51 1.03 0.21
H -0.01 1.55 2.55 0.24
H 0.45 2.25 0.87 0.28
H -0.97 -0.60 2.50 0.23
H -1.81 -0.88 1.07 0.24
H -0.40 -1.87 1.37 0.23
H 1.08 1.67 -1.73 0.41
H 2.02 0.66 -0.76 0.36
H 1.10 -0.20 1.24 0.42
```

=====

# 5
Below is 3 unconnected molecules or ions with the total composition C37H76F4N5O6S in a non-equilibrium geometry, with properties calculated with ωB97M-V/def2-TZVPD.

HOMO-LUMO gap (eV): 7.45
Energy (eV): -81034.303
Charge: +1
HOMO level (eV): -9.7864

Geometry as XYZ:
```
129
Properties=species:S:1:pos:R:3:mulliken_charge:R:1
C 1.75 3.93 -0.86 -1.13
C 2.67 3.94 0.35 0.96
C 3.49 5.20 0.51 -1.58
N 2.87 2.96 1.13 0.32
C 2.02 2.07 1.90 1.57
C 2.47 2.14 3.41 -0.82
C 3.71 2.96 3.73 -1.81
C 5.03 2.28 3.33 -0.35
C 5.98 3.18 2.55 -0.44
S 6.73 4.42 3.61 1.29
O 6.11 4.38 4.89 -0.60
O 8.15 4.29 3.51 -0.64
O 6.27 5.80 2.96 -0.47
C 0.51 2.42 1.85 0.21
C 0.18 3.80 2.46 -1.02
C -0.38 4.81 1.46 -0.23
O -0.57 5.95 1.74 -0.51
C -0.33 1.38 2.64 -0.47
C -1.81 1.46 2.26 -1.90
O -2.55 1.60 3.47 -0.47
C -3.79 2.15 3.32 0.92
F -4.46 1.97 4.43 -0.24
F -4.45 1.60 2.29 -0.27
F -3.70 3.47 3.07 -0.25
N 0.26 0.00 2.59 0.62
C -0.69 -1.10 2.97 -0.97
C 0.06 -2.24 3.68 0.48
C 0.04 -2.03 5.19 -1.58
O -0.67 -3.40 3.32 -0.48
C 1.02 -0.27 1.32 -1.24
C 0.14 -0.18 0.07 1.07
C 0.26 -1.40 -0.87 -1.33
C -1.09 -2.06 -1.13 -0.95
N -2.03 -1.13 -1.76 -0.37
C 2.28 0.60 1.36 0.39
C 2.96 0.52 -0.02 -1.83
C 4.49 0.56 0.02 -0.73
C 5.11 -0.66 0.72 -0.50
F 4.17 -1.69 0.88 -0.30
H 1.35 4.91 -1.09 0.54
H 0.92 3.24 -0.75 -0.25
H 2.33 3.59 -1.72 0.40
H 4.39 5.17 -0.11 0.25
H 3.76 5.34 1.55 0.37
H 2.92 6.06 0.16 0.52
H 2.65 1.13 3.79 0.20
H 1.66 2.55 4.02 0.35
H 3.72 3.07 4.82 0.61
H 3.65 3.98 3.34 0.43
H 5.55 1.98 4.25 0.73
H 4.85 1.36 2.78 -0.41
H 5.39 3.70 1.79 -0.20
H 6.77 2.62 2.05 0.49
H 6.44 5.79 2.01 0.37
H 0.11 2.41 0.84 0.08
H -0.59 3.75 3.24 0.76
H 1.08 4.26 2.87 0.44
H -0.63 4.44 0.45 0.38
H -0.28 1.68 3.69 0.90
H -2.18 0.59 1.71 0.69
H -1.98 2.33 1.63 0.99
H 0.97 -0.01 3.33 0.59
H -1.17 -1.48 2.08 -0.02
H -1.42 -0.69 3.67 0.91
H 1.10 -2.30 3.33 0.30
H 0.13 -0.98 5.47 0.33
H -0.90 -2.41 5.59 0.37
H 0.86 -2.57 5.67 0.46
H -0.14 -4.18 3.51 0.38
H 1.36 -1.31 1.41 1.40
H -0.91 -0.08 0.32 -0.44
H 0.38 0.71 -0.51 -0.76
H 0.92 -2.16 -0.44 0.47
H 0.71 -1.10 -1.81 0.45
H -1.47 -2.53 -0.22 -0.06
H -0.90 -2.89 -1.82 0.64
H -2.52 -1.61 -2.50 0.28
H -2.72 -0.83 -1.08 0.19
H 2.97 0.09 2.04 -0.02
H 2.71 -0.46 -0.43 0.79
H 2.57 1.25 -0.73 0.60
H 4.84 1.49 0.45 -0.09
H 4.82 0.56 -1.02 0.67
H 5.52 -0.43 1.70 0.25
H 5.93 -1.07 0.12 0.39
C -4.48 -8.59 -0.91 -1.43
C -4.32 -7.37 -0.02 -0.34
N -3.17 -6.56 -0.36 0.17
C -2.82 -5.58 0.65 -0.71
C -3.83 -4.47 0.95 -0.89
C -3.11 -6.10 -1.74 -0.65
C -4.29 -5.27 -2.27 -0.91
H -3.56 -9.17 -0.94 0.34
H -5.28 -9.23 -0.53 0.44
H -4.75 -8.32 -1.93 0.29
H -4.19 -7.71 1.01 0.45
H -5.27 -6.80 -0.03 0.28
H -1.86 -5.13 0.37 0.30
H -2.63 -6.13 1.58 0.37
H -3.88 -3.73 0.15 0.05
H -3.52 -3.94 1.86 0.33
H -4.84 -4.84 1.13 0.41
H -2.99 -6.97 -2.38 0.38
H -2.18 -5.53 -1.86 0.27
H -5.25 -5.73 -2.03 0.27
H -4.22 -5.21 -3.36 0.39
H -4.29 -4.25 -1.89 0.18
C -1.39 1.02 -8.57 -1.45
C -0.99 1.18 -7.11 -0.27
N -1.99 1.87 -6.32 0.22
C -1.51 2.31 -5.02 -1.31
C -1.08 1.24 -4.01 0.11
C -3.32 1.27 -6.33 -0.74
C -3.46 -0.19 -5.89 -0.80
H -1.69 1.97 -9.00 0.34
H -0.56 0.62 -9.14 0.44
H -2.22 0.32 -8.69 0.29
H -0.08 1.79 -7.07 0.44
H -0.72 0.20 -6.70 0.21
H -2.28 2.94 -4.57 0.37
H -0.66 2.98 -5.20 0.44
H -1.93 0.71 -3.59 0.10
H -0.56 1.71 -3.18 -0.21
H -0.40 0.51 -4.46 0.32
H -3.71 1.35 -7.35 0.36
H -3.97 1.90 -5.72 0.34
H -2.71 -0.83 -6.36 0.24
H -4.44 -0.57 -6.17 0.41
H -3.37 -0.30 -4.80 0.11
```

=====

# 6
Below is 2 unconnected molecules or ions with the total composition C2H2Cl2O2 in a non-equilibrium geometry, with properties calculated with ωB97M-V/def2-TZVPD.

HOMO-LUMO gap (eV): 9.70
Energy (eV): -31243.488
Charge: 0
HOMO level (eV): -9.8148

Geometry as XYZ:
```
8
Properties=species:S:1:pos:R:3:nbo_charge:R:1
C 1.40 0.78 0.37 0.43
C -0.93 -1.22 -0.22 0.22
O -1.37 -1.07 -1.37 -0.62
O 0.95 1.85 0.45 -0.47
Cl 2.44 0.04 1.70 -0.13
Cl -1.65 -0.16 0.96 -0.07
H 1.09 0.01 -0.35 0.16
H -1.93 -0.24 -1.53 0.48
```